132
Properties=species:S:1:pos:R:3:mulliken_charge:R:1 method="wB97M-V/def2-TZVPD" e_tot_ha=-2859.079240 total_charge=+1 homo_energy_ev=-9.54 orbital_gap_ev=6.828
C -4.665 1.213 1.784 0.062
C -3.653 1.702 1.370 -1.274
C -2.264 1.993 1.026 0.188
N -1.588 0.751 0.472 0.392
C -1.243 1.043 -0.953 -1.803
C -0.358 -0.099 -1.410 0.135
N -1.237 -1.125 -2.043 -0.417
C -0.826 -1.723 -3.023 0.355
S -0.381 -2.386 -4.360 -0.336
C 0.150 -0.731 -0.058 -1.201
C 1.625 -1.125 -0.198 -1.257
C 2.124 -2.196 0.804 -1.098
C 3.609 -2.020 1.146 0.434
C 4.312 -3.356 1.437 -0.859
O 4.260 -3.668 2.819 -0.423
C 5.292 -3.072 3.579 -0.722
C -0.254 0.287 1.065 2.254
C 0.788 1.418 1.093 -2.170
C 2.021 1.173 1.994 -0.432
C 2.194 2.211 3.130 -0.492
C 2.694 1.567 4.426 -1.456
C 4.163 1.140 4.292 0.168
C 5.151 2.325 4.369 -0.590
C 5.817 2.680 3.028 -1.082
C -0.502 -0.573 2.327 -1.423
C -1.460 -0.019 3.397 -1.538
C -1.027 1.284 4.061 0.963
O -2.194 1.951 4.511 -0.499
C -1.985 3.338 4.697 -0.638
H -5.564 0.859 2.236 0.424
H -1.732 2.400 1.880 0.005
H -2.265 2.758 0.251 0.713
H -2.292 0.010 0.427 0.709
H -0.637 1.945 -1.039 0.503
H -2.106 1.261 -1.579 0.622
H 0.454 0.171 -2.080 1.003
H -0.405 -1.669 -0.031 0.633
H 2.296 -0.267 -0.211 0.488
H 1.714 -1.583 -1.187 0.536
H 1.501 -2.237 1.694 0.207
H 2.019 -3.163 0.309 0.790
H 3.726 -1.415 2.048 -0.572
H 4.145 -1.526 0.332 0.562
H 3.793 -4.176 0.940 0.412
H 5.344 -3.357 1.073 0.351
H 5.785 -2.254 3.046 0.321
H 6.059 -3.804 3.848 0.289
H 4.881 -2.665 4.505 0.262
H 1.148 1.546 0.072 0.863
H 0.358 2.385 1.362 0.842
H 2.892 1.296 1.349 0.685
H 2.089 0.159 2.380 -0.378
H 2.973 2.911 2.816 0.162
H 1.300 2.815 3.272 0.499
H 2.112 0.673 4.667 0.470
H 2.607 2.284 5.245 0.406
H 4.289 0.641 3.326 -0.317
H 4.419 0.420 5.069 0.446
H 5.935 2.133 5.099 0.421
H 4.595 3.203 4.710 0.164
H 6.815 3.091 3.176 0.374
H 5.919 1.804 2.385 0.258
H 5.239 3.423 2.474 0.251
H -0.952 -1.502 1.975 0.708
H 0.426 -0.856 2.814 0.273
H -1.519 -0.779 4.178 0.464
H -2.474 0.059 3.004 0.331
H -0.419 1.051 4.942 0.716
H -0.458 1.928 3.389 -0.958
H -1.680 3.818 3.759 0.174
H -1.274 3.546 5.501 0.319
H -2.942 3.771 4.984 0.348
N -3.519 -3.911 -2.888 0.391
C -4.076 -5.157 -2.772 -1.032
C -5.437 -5.005 -2.750 -0.414
C -5.711 -3.614 -2.861 -0.713
C -4.507 -2.967 -2.945 -0.362
H -2.535 -3.720 -2.926 0.013
H -3.460 -6.040 -2.711 0.559
H -6.156 -5.802 -2.666 0.677
H -6.680 -3.145 -2.877 0.420
H -4.270 -1.921 -3.043 0.408
N -8.018 -6.527 0.094 0.025
C -8.613 -7.411 0.953 -0.507
C -7.638 -7.934 1.759 -0.380
C -6.406 -7.339 1.373 -0.525
C -6.673 -6.475 0.345 -0.389
H -8.495 -5.998 -0.611 0.207
H -9.674 -7.591 0.917 0.378
H -7.791 -8.661 2.539 0.395
H -5.436 -7.527 1.802 0.387
H -6.026 -5.832 -0.226 0.402
N -2.494 -6.120 -5.902 0.124
C -2.701 -7.139 -6.790 -0.421
C -1.603 -7.220 -7.604 -0.625
C -0.692 -6.210 -7.190 -0.565
C -1.270 -5.552 -6.136 0.024
H -3.144 -5.831 -5.191 0.223
H -3.610 -7.716 -6.768 0.371
H -1.466 -7.924 -8.407 0.403
H 0.274 -5.992 -7.614 0.501
H -0.917 -4.729 -5.540 -0.012
N 2.983 6.328 3.545 0.020
C 1.908 5.894 4.269 -0.521
C 0.790 6.512 3.774 -0.577
C 1.208 7.352 2.705 -0.377
C 2.565 7.215 2.590 -0.691
H 3.934 6.043 3.694 0.224
H 2.028 5.186 5.073 0.446
H -0.216 6.380 4.138 0.509
H 0.586 7.986 2.095 0.482
H 3.267 7.673 1.914 0.499
N 2.346 10.921 -0.107 0.007
C 2.072 10.899 1.235 -0.566
C 0.842 11.471 1.421 -0.364
C 0.353 11.849 0.140 -0.410
C 1.303 11.496 -0.780 -0.504
H 3.184 10.571 -0.532 0.201
H 2.772 10.482 1.938 0.449
H 0.348 11.605 2.368 0.405
H -0.586 12.328 -0.078 0.401
H 1.326 11.606 -1.851 0.384
N 1.396 -3.319 -10.366 0.018
C 2.590 -2.680 -10.171 -0.394
C 2.588 -2.166 -8.902 -0.716
C 1.343 -2.514 -8.310 0.159
C 0.631 -3.227 -9.238 -0.898
H 1.123 -3.786 -11.211 0.196
H 3.335 -2.645 -10.947 0.373
H 3.389 -1.606 -8.449 0.369
H 1.008 -2.269 -7.316 0.434
H -0.348 -3.673 -9.191 0.462

***

154
Properties=species:S:1:pos:R:3:mulliken_charge:R:1 method="wB97M-V/def2-TZVPD" e_tot_ha=-5199.489317 total_charge=+1 homo_energy_ev=-10.94 orbital_gap_ev=6.899
C 5.765 -2.206 3.193 -0.836
O 5.497 -1.889 1.826 -0.358
C 5.914 -0.568 1.498 -0.351
C 4.831 0.502 1.768 -0.487
C 3.406 0.039 1.387 -0.640
C 3.421 -0.590 -0.036 0.461
C 2.166 -0.281 -0.890 -1.907
C 0.858 -0.761 -0.287 0.988
C -0.042 0.211 0.112 -0.433
C -1.277 -0.120 0.654 0.536
C -2.292 0.922 1.066 -1.238
P -2.822 0.751 2.805 1.007
O -3.423 -0.548 3.122 -0.644
O -3.957 1.866 3.025 -0.435
O -1.551 1.118 3.727 -0.516
C -1.571 -1.485 0.825 -0.302
C -0.669 -2.439 0.424 0.272
P -1.182 -4.216 0.727 0.394
O -0.984 -5.122 -0.637 -0.425
Cl -3.248 -4.235 1.036 -0.257
N 0.518 -2.070 -0.142 0.039
P 1.624 -3.385 -0.679 -0.146
N 2.014 -4.304 0.510 -0.437
H 6.372 -1.450 3.709 0.399
H 4.795 -2.306 3.711 0.288
H 6.267 -3.183 3.259 0.229
H 6.886 -0.298 1.943 0.604
H 6.097 -0.569 0.410 -0.015
H 4.877 0.863 2.809 0.415
H 5.066 1.379 1.128 -0.083
H 2.640 0.817 1.525 0.463
H 3.154 -0.768 2.100 0.223
H 3.656 -1.656 0.073 0.250
H 4.275 -0.144 -0.573 -0.231
H 2.101 0.796 -1.083 0.509
H 2.306 -0.772 -1.869 0.500
H 0.249 1.254 -0.010 0.355
H -1.950 1.939 0.814 0.505
H -3.193 0.748 0.450 0.419
H -4.588 1.544 3.697 0.226
H -1.242 1.994 3.430 0.351
H -2.537 -1.741 1.261 0.348
H -0.744 -6.022 -0.318 0.300
H 0.913 -4.027 -1.721 0.118
H 2.717 -2.777 -1.321 0.133
H 1.682 -5.244 0.288 0.230
O 6.295 0.866 -1.803 -0.527
C 6.130 2.049 -1.671 0.658
O 6.287 2.687 -0.490 -0.359
C 5.910 4.072 -0.634 -0.463
C 6.036 4.366 -2.119 -0.694
C 5.685 3.021 -2.742 -0.196
H 4.887 4.193 -0.271 0.236
H 6.572 4.691 -0.034 0.370
H 5.402 5.186 -2.450 0.365
H 7.069 4.623 -2.360 0.306
H 4.610 2.910 -2.897 0.276
H 6.222 2.850 -3.674 0.070
O 0.633 -8.189 -0.206 -0.606
C 0.109 -8.805 -1.101 0.551
O -1.091 -9.408 -0.995 -0.369
C -1.377 -10.145 -2.201 -0.457
C -0.514 -9.502 -3.271 -0.550
C 0.703 -9.051 -2.470 -0.210
H -1.122 -11.194 -2.034 0.267
H -2.438 -10.074 -2.426 0.335
H -0.278 -10.171 -4.096 0.334
H -1.025 -8.629 -3.683 0.265
H 1.457 -9.836 -2.394 0.252
H 1.140 -8.140 -2.871 0.196
O 6.172 1.967 -6.192 -0.596
C 6.393 0.799 -6.038 0.567
O 5.944 -0.160 -6.884 -0.347
C 6.281 -1.461 -6.367 -0.412
C 7.448 -1.225 -5.423 -0.734
C 7.148 0.171 -4.889 0.049
H 5.406 -1.866 -5.853 0.231
H 6.541 -2.122 -7.191 0.365
H 7.536 -1.985 -4.650 0.344
H 8.383 -1.209 -5.986 0.292
H 6.498 0.144 -4.014 -0.157
H 8.057 0.726 -4.671 0.430
O 3.521 -5.857 -1.751 -0.603
C 4.061 -6.623 -0.997 0.524
O 4.155 -7.946 -1.231 -0.336
C 4.750 -8.602 -0.094 -0.441
C 5.523 -7.515 0.630 -0.596
C 4.679 -6.280 0.341 -0.255
H 3.951 -9.023 0.520 0.252
H 5.393 -9.409 -0.438 0.343
H 5.661 -7.719 1.691 0.345
H 6.512 -7.400 0.181 0.291
H 3.883 -6.148 1.075 0.228
H 5.283 -5.378 0.272 0.300
O 8.123 2.858 -12.496 -0.560
C 7.563 2.493 -11.505 0.409
O 8.012 2.756 -10.251 -0.375
C 7.181 2.090 -9.284 -0.119
C 5.861 1.845 -9.993 -0.440
C 6.305 1.650 -11.438 -0.356
H 7.672 1.159 -8.987 0.114
H 7.065 2.722 -8.408 0.216
H 5.304 1.005 -9.583 0.266
H 5.231 2.734 -9.920 0.287
H 6.564 0.611 -11.650 0.256
H 5.561 2.007 -12.146 0.289
O -0.185 6.576 2.185 -0.594
C -1.193 6.175 2.687 0.493
O -1.214 5.228 3.663 -0.374
C -2.577 4.883 3.975 -0.128
C -3.407 6.070 3.522 -0.203
C -2.609 6.580 2.328 -0.538
H -2.833 3.968 3.437 -0.100
H -2.672 4.701 5.044 0.360
H -4.437 5.810 3.286 0.524
H -3.424 6.829 4.304 -0.008
H -2.895 6.078 1.401 0.257
H -2.688 7.658 2.216 0.329
O -6.858 1.658 4.986 -0.621
C -7.396 1.037 4.112 0.635
O -8.596 0.430 4.250 -0.335
C -8.899 -0.320 3.059 -0.152
C -8.058 0.312 1.963 -0.834
C -6.832 0.776 2.738 -0.224
H -8.637 -1.367 3.232 0.225
H -9.965 -0.256 2.847 0.152
H -7.835 -0.368 1.142 0.370
H -8.579 1.177 1.548 0.331
H -6.075 -0.010 2.813 0.147
H -6.403 1.682 2.318 0.336
O -6.577 8.095 4.742 -0.560
C -5.925 8.712 5.532 0.473
O -4.569 8.643 5.591 -0.274
C -4.090 9.410 6.711 -0.474
C -5.197 10.405 7.014 -0.522
C -6.447 9.626 6.620 -0.408
H -3.903 8.728 7.544 0.288
H -3.156 9.900 6.441 0.323
H -5.196 10.746 8.048 0.328
H -5.093 11.281 6.372 0.268
H -6.825 9.017 7.442 0.262
H -7.229 10.276 6.238 0.284
O -13.790 0.974 1.126 -0.561
C -13.599 0.437 2.176 0.496
O -12.976 -0.766 2.297 -0.385
C -12.998 -1.190 3.670 -0.454
C -13.186 0.083 4.479 -0.364
C -14.031 0.937 3.540 -0.385
H -13.822 -1.894 3.806 0.323
H -12.062 -1.693 3.910 0.302
H -13.643 -0.091 5.452 0.345
H -12.220 0.565 4.643 0.152
H -15.098 0.748 3.664 0.261
H -13.817 1.996 3.651 0.288

***

140
Properties=species:S:1:pos:R:3:mulliken_charge:R:1 method="wB97M-V/def2-TZVPD" e_tot_ha=-5923.058608 relative_energy_kcal_mol=0.0 total_charge=-1 homo_energy_ev=-2.94 orbital_gap_ev=4.691
Sr 1.859 -0.624 0.106 0.868
C -3.812 1.994 0.897 -1.708
C -3.220 3.314 0.360 2.237
C -3.609 4.446 1.307 -1.906
C -3.846 3.552 -1.026 -1.750
P -1.387 2.952 0.115 0.989
C -0.824 2.523 1.837 -0.712
N -1.097 1.139 2.206 0.531
B -0.637 -0.093 1.502 1.720
N -1.253 -1.122 2.426 0.573
C -1.182 -2.566 2.312 -0.633
P -1.566 -3.196 0.605 0.569
C -3.429 -2.931 0.486 2.564
C -4.329 -3.427 1.622 -1.878
C -3.614 -1.400 0.411 -1.573
C -3.872 -3.531 -0.857 -1.986
C -1.199 -5.048 0.841 2.448
C -0.909 -5.584 -0.574 -1.808
C 0.090 -5.208 1.663 -1.764
C -2.277 -5.922 1.480 -2.073
C -1.873 -0.540 3.536 0.230
C -2.482 -1.092 4.656 -0.624
C -3.006 -0.238 5.640 -1.021
C -2.913 1.137 5.498 -0.915
C -2.293 1.698 4.370 -0.692
C -1.771 0.860 3.396 0.828
C -0.472 4.593 -0.057 2.612
C 0.939 4.199 -0.524 -0.913
C -0.332 5.441 1.214 -1.969
C -1.105 5.433 -1.172 -2.155
H -4.890 1.964 0.687 0.722
H -3.677 1.895 1.978 0.272
H -3.353 1.118 0.429 -0.054
H -4.690 4.406 1.500 0.468
H -3.388 5.428 0.884 0.352
H -3.108 4.368 2.277 0.197
H -4.940 3.489 -0.948 0.537
H -3.515 2.796 -1.747 0.140
H -3.599 4.532 -1.433 0.363
H -1.298 3.185 2.555 -0.285
H 0.251 2.723 1.865 -0.449
H -1.836 -3.033 3.049 0.223
H -0.168 -2.920 2.517 -1.118
H -3.943 -3.145 2.608 0.216
H -4.492 -4.502 1.610 0.439
H -5.311 -2.947 1.517 0.487
H -3.593 -0.947 1.405 0.278
H -4.591 -1.186 -0.044 0.758
H -2.844 -0.908 -0.184 -0.709
H -3.835 -4.626 -0.855 0.369
H -3.244 -3.173 -1.682 0.210
H -4.907 -3.231 -1.066 0.520
H -0.101 -5.018 -1.048 0.175
H -1.783 -5.505 -1.226 0.323
H -0.614 -6.642 -0.524 0.520
H 0.888 -4.519 1.341 -0.062
H 0.463 -6.232 1.532 0.567
H -0.090 -5.050 2.730 0.333
H -3.171 -5.994 0.860 0.344
H -2.569 -5.561 2.470 0.265
H -1.881 -6.940 1.601 0.526
H -2.545 -2.165 4.793 0.433
H -3.478 -0.661 6.519 0.394
H -3.318 1.789 6.263 0.367
H -2.226 2.775 4.279 0.453
H 1.388 3.443 0.121 -0.526
H 1.590 5.084 -0.525 0.587
H 0.917 3.775 -1.533 -0.233
H 0.266 4.938 1.980 0.219
H -1.293 5.705 1.656 0.250
H 0.185 6.378 0.963 0.575
H -1.353 4.826 -2.048 0.320
H -0.382 6.196 -1.494 0.530
H -2.007 5.952 -0.839 0.338
C 3.669 -2.986 -1.862 -1.755
C 3.287 -2.501 -0.487 0.618
O 2.335 -2.957 0.148 -0.441
N 4.035 -1.444 0.018 -0.004
C 3.873 -0.930 1.410 -2.333
C 3.323 -1.972 2.402 1.035
C 3.988 -3.176 2.645 -0.714
C 3.523 -3.981 3.659 -0.643
C 2.423 -3.564 4.401 -0.547
C 1.825 -2.362 4.079 -0.327
N 2.264 -1.556 3.094 0.217
H 2.780 -3.343 -2.376 0.278
H 4.373 -3.814 -1.746 0.373
H 4.147 -2.204 -2.453 0.399
H 4.565 -0.814 -0.615 0.344
H 3.213 -0.046 1.457 0.733
H 4.835 -0.593 1.779 0.445
H 4.834 -3.468 2.036 0.455
H 4.011 -4.922 3.882 0.404
H 2.042 -4.158 5.221 0.466
H 0.956 -2.002 4.625 0.320
Br 4.292 5.771 3.365 -0.214
C 4.893 4.719 1.910 -0.326
C 6.093 5.036 1.299 -0.315
C 6.525 4.263 0.229 -0.758
C 5.762 3.187 -0.217 -0.329
C 4.560 2.885 0.408 0.235
C 4.118 3.654 1.477 0.052
C 3.705 1.726 -0.078 1.937
O 4.162 0.987 -0.989 -0.934
O 2.575 1.542 0.483 -0.442
H 6.674 5.879 1.650 0.401
H 7.457 4.510 -0.263 0.402
H 6.074 2.580 -1.057 0.487
H 3.173 3.415 1.945 0.325
C -0.187 2.110 -3.486 -0.867
Si 0.556 0.374 -3.129 -0.494
C 1.863 0.383 -4.618 2.742
C 1.371 0.941 -5.958 -1.969
C 2.397 -1.030 -4.861 -1.909
C 3.037 1.258 -4.168 -1.880
C -0.926 -0.793 -3.614 2.853
C -0.605 -2.236 -3.188 -1.470
C -1.375 -0.813 -5.072 -2.156
C -2.097 -0.301 -2.746 -1.999
H -0.742 2.142 -4.435 0.511
H 0.604 2.873 -3.535 0.386
H -0.872 2.409 -2.680 -0.509
H 0.533 0.378 -6.370 0.314
H 2.184 0.912 -6.708 0.533
H 1.052 1.986 -5.865 0.302
H 1.620 -1.700 -5.251 0.285
H 2.769 -1.470 -3.927 -0.044
H 3.228 -1.024 -5.591 0.505
H 2.739 2.311 -4.071 0.302
H 3.433 0.945 -3.198 -0.027
H 3.857 1.214 -4.909 0.510
H 0.243 -2.651 -3.752 0.260
H -1.473 -2.899 -3.364 0.462
H -0.354 -2.293 -2.125 -0.275
H -0.631 -1.293 -5.721 0.389
H -1.560 0.196 -5.464 0.342
H -2.315 -1.386 -5.176 0.484
H -1.785 -0.144 -1.704 -0.148
H -2.925 -1.034 -2.751 0.651
H -2.497 0.655 -3.111 0.348

***

| no. | molar mass (g mol⁻¹) |
| --- | --- |
| 1 | 826.23 |
| 2 | 1178.51 |
| 3 | 1028.56 |